# 1
# C44H51BCsN9O2Sb2

A molecular structure, C44H51BCsN9O2Sb2 (the ωB97M-V functional and the def2-TZVPD basis, OMol25).

```
110
Properties=species:S:1:pos:R:3:forces:R:3:mulliken_charge:R:1
Cs -1.0551 0.8177 -0.0188 0.020 -0.080 -0.484 0.647
C 2.9945 2.1926 1.9281 -0.021 0.043 0.017 -1.202
C 2.6523 3.2912 0.9687 0.013 -0.043 -0.036 1.188
C 3.6506 3.8761 0.1943 -0.019 -0.027 0.011 -0.690
C 3.3592 4.8494 -0.7480 -0.020 0.001 0.005 -0.754
C 2.0357 5.2252 -0.9330 0.020 0.024 -0.026 -0.979
C 1.0154 4.6538 -0.1872 -0.024 0.016 0.066 1.575
C -0.4182 5.0252 -0.4434 0.018 -0.038 -0.011 -1.545
C 1.3132 3.6926 0.8017 0.023 0.021 -0.117 -0.525
N 0.2404 3.0982 1.4649 0.013 -0.060 0.056 0.004
C 0.1841 3.1323 2.7814 -0.031 -0.025 0.234 -0.176
O 0.9633 3.6708 3.6010 0.031 0.056 -0.116 -0.786
C -1.0673 2.4970 3.3958 0.151 0.170 0.101 0.167
C -1.5759 3.1156 4.5375 -0.054 -0.096 0.005 -0.697
C -2.7235 2.6042 5.1156 0.023 -0.015 -0.042 -0.514
C -3.3123 1.4811 4.5564 0.107 0.039 0.016 -0.628
C -2.7230 0.9062 3.4355 -0.203 -0.101 0.102 0.363
N -1.6276 1.4118 2.8629 0.032 0.078 0.067 0.337
C -3.4266 -0.3155 2.8387 -0.026 -0.001 -0.073 -0.425
O -4.4719 -0.6930 3.4142 0.021 0.009 0.009 -0.844
N -2.8687 -0.8220 1.7553 -0.005 -0.099 0.060 0.655
C -3.5735 -1.8244 1.0867 -0.102 0.022 -0.038 -0.458
C -3.0828 -3.1401 1.0663 0.043 0.020 0.000 0.991
C -1.8573 -3.4603 1.8707 -0.013 0.006 0.006 -1.063
C -3.7412 -4.1214 0.3339 0.014 0.006 0.009 -0.947
C -4.8925 -3.8256 -0.3795 -0.008 -0.008 0.001 -0.858
C -5.3739 -2.5230 -0.3691 0.007 0.007 -0.006 -0.821
C -4.7294 -1.5182 0.3399 -0.010 -0.026 0.016 1.344
C -5.2413 -0.1075 0.3093 -0.001 -0.013 0.012 -1.277
H 4.0227 1.8545 1.7843 0.001 -0.006 -0.005 0.363
H 2.3230 1.3428 1.7729 0.001 -0.008 0.004 0.022
H 2.8514 2.5249 2.9583 -0.003 -0.012 0.001 0.362
H 4.6758 3.5459 0.3330 0.001 0.000 0.001 0.316
H 4.1484 5.2947 -1.3434 0.000 0.000 -0.002 0.386
H 1.7832 5.9665 -1.6851 -0.008 -0.003 0.001 0.287
H -0.9372 4.2048 -0.9474 -0.014 0.011 -0.002 0.252
H -0.4790 5.9052 -1.0872 -0.011 0.005 0.000 0.404
H -0.9517 5.2145 0.4887 0.014 0.025 -0.003 0.309
H -1.0486 3.9721 4.9315 0.001 0.003 0.007 0.476
H -3.1553 3.0753 5.9925 -0.004 -0.002 0.002 0.383
H -4.2100 1.0214 4.9427 -0.002 0.006 0.014 0.531
H -2.0668 -3.3831 2.9406 -0.002 0.005 -0.003 0.438
H -1.0711 -2.7314 1.6628 0.014 -0.010 0.002 -0.096
H -1.4896 -4.4665 1.6546 0.002 0.001 -0.005 0.362
H -3.3416 -5.1312 0.3292 -0.003 -0.001 0.000 0.316
H -5.3999 -4.5944 -0.9509 0.002 -0.001 -0.001 0.338
H -6.2599 -2.2720 -0.9438 0.001 0.006 0.004 0.274
H -6.1013 -0.0237 -0.3572 0.002 0.005 -0.005 0.428
H -4.4661 0.5748 -0.0482 -0.009 0.007 -0.004 0.101
H -5.5306 0.2139 1.3121 0.003 0.000 -0.001 0.302
C 1.7376 2.7976 -3.6103 0.025 0.024 0.006 -0.827
C 1.6711 1.7976 -2.6294 -0.075 0.002 0.013 -0.376
N 0.6038 1.0220 -2.8017 0.087 0.000 0.021 0.140
N -0.0317 1.5011 -3.8886 -0.015 0.060 -0.034 0.492
C 0.6261 2.5672 -4.3879 0.012 -0.062 0.009 -0.597
B -1.4578 1.1117 -4.3430 -0.043 0.056 0.026 0.282
N -1.8639 -0.3141 -3.9391 0.070 -0.093 -0.112 0.002
C -1.8362 -1.3962 -4.7445 -0.006 0.044 0.074 -0.393
C -2.4035 -2.4514 -4.0640 -0.019 -0.056 0.018 -1.152
C -2.7634 -1.8995 -2.8215 0.043 0.038 -0.032 0.035
N -2.4300 -0.6174 -2.7556 -0.081 -0.012 0.051 0.139
N -2.4658 2.1365 -3.7671 0.006 -0.019 -0.080 -0.127
C -3.5109 2.6888 -4.4129 0.034 -0.051 0.013 -0.396
C -4.1813 3.5044 -3.5270 -0.017 0.040 0.065 -1.098
C -3.4435 3.3806 -2.3357 -0.027 -0.045 -0.088 -0.313
N -2.4184 2.5551 -2.4935 0.024 0.073 0.109 0.178
H 2.4702 3.5800 -3.7085 0.001 -0.007 0.009 0.481
H 2.3387 1.6262 -1.7977 0.012 0.012 -0.002 0.333
H 0.2409 3.0902 -5.2485 -0.009 -0.003 -0.001 0.405
H -1.5038 1.1873 -5.5539 -0.005 0.021 0.000 -0.220
H -1.4304 -1.3261 -5.7405 0.002 0.007 -0.004 0.517
H -2.5423 -3.4622 -4.4099 -0.001 0.001 0.003 0.391
H -3.2318 -2.3774 -1.9741 -0.009 0.000 0.006 0.128
H -3.6968 2.4590 -5.4493 0.004 -0.005 -0.001 0.438
H -5.0608 4.0979 -3.7125 0.002 0.002 0.005 0.408
H -3.6097 3.8529 -1.3791 0.001 0.007 0.000 0.494
C 0.6423 -2.4352 4.0965 -0.006 -0.012 -0.021 -1.538
Sb 1.7057 -1.6739 2.3876 0.027 0.003 0.139 0.595
C 3.2141 -0.7164 3.5814 0.006 -0.011 -0.015 -1.638
C 2.8860 -3.5151 2.1816 -0.055 0.036 -0.014 -1.696
C 4.2041 -3.3084 1.5091 0.014 0.008 -0.013 0.684
C 5.3399 -3.1159 2.2986 0.009 -0.007 0.007 -0.648
C 6.5900 -2.8817 1.7497 -0.014 -0.002 0.011 -0.677
C 6.7274 -2.8434 0.3701 -0.004 0.004 -0.021 -0.647
C 5.6134 -3.0408 -0.4285 0.011 0.025 0.010 -0.647
C 4.3443 -3.2701 0.1074 0.000 0.004 0.028 1.109
C 3.1867 -3.4269 -0.8159 -0.081 0.049 -0.052 -1.704
Sb 2.2072 -1.5234 -1.4020 0.068 -0.022 -0.016 0.557
C 2.5662 -1.8295 -3.5086 -0.036 -0.080 0.059 -1.339
C 0.2787 -2.4443 -1.4320 0.044 0.020 0.033 0.064
H 1.3407 -2.5953 4.9190 0.007 0.012 -0.003 0.535
H 0.1626 -3.3777 3.8355 -0.006 0.009 0.005 0.402
H -0.1287 -1.7255 4.3948 -0.003 -0.005 -0.008 0.391
H 3.5360 -1.3945 4.3735 -0.010 -0.012 -0.008 0.511
H 2.8022 0.1913 4.0206 -0.011 0.003 -0.013 0.403
H 4.0671 -0.4497 2.9594 -0.002 0.015 0.007 0.386
H 2.2537 -4.2354 1.6608 0.015 -0.001 -0.008 0.631
H 3.0294 -3.8676 3.2045 0.013 -0.013 -0.004 0.723
H 5.2285 -3.1471 3.3770 0.000 0.000 -0.001 0.284
H 7.4467 -2.7287 2.3946 -0.001 0.000 0.001 0.377
H 7.6944 -2.6593 -0.0823 -0.001 -0.001 -0.002 0.385
H 5.7177 -3.0108 -1.5084 -0.005 0.000 -0.003 0.367
H 2.3990 -4.0538 -0.3986 -0.005 0.015 -0.010 0.423
H 3.5044 -3.8695 -1.7616 0.015 -0.025 0.016 0.691
H 2.3112 -2.8605 -3.7604 0.013 0.013 -0.038 0.480
H 3.6102 -1.6376 -3.7577 0.004 0.012 0.017 0.392
H 1.9288 -1.1484 -4.0713 -0.003 0.026 0.037 0.175
H 0.3027 -3.3073 -2.0984 -0.024 -0.011 0.012 0.547
H -0.4663 -1.7400 -1.7934 0.029 -0.006 -0.047 -0.765
H 0.0046 -2.7681 -0.4265 -0.011 0.002 -0.004 0.190
```
Forces are in eV/Å.

- Gap between HOMO and LUMO: 6.4 eV
- ΔE to the lowest compared entry with this formula, charge and spin: 8.6 kcal/mol
- HOMO energy: -2.70 eV
- DFT total energy: -2876.24908 Eh
- Charge: -2



# 2
# C4H6N2

A single C4H6N2 molecule at a distorted geometry (the ωB97M-V functional and the def2-TZVPD basis, OMol25).

```
12
Properties=species:S:1:pos:R:3:forces:R:3:mulliken_charge:R:1
N -3.3767 0.0581 -0.5218 0.785 0.186 0.773 -0.434
C -2.2904 0.3166 -0.2187 -0.993 -0.249 -0.167 0.115
C -0.8620 0.6367 -0.2937 0.010 -0.024 -0.269 -0.492
C 0.1416 -0.3306 0.3503 -0.264 -0.140 -0.176 0.118
C 1.4986 -0.4328 -0.2371 0.060 -0.117 -0.273 -0.487
N 1.2988 0.2527 1.0339 -0.065 0.037 0.191 -0.578
H -0.8489 0.5777 -1.3909 1.006 0.206 0.068 0.217
H -0.6364 1.6689 0.0044 -0.214 -0.283 -0.014 0.363
H -0.2781 -1.2347 0.7908 0.017 0.180 -0.198 0.423
H 1.7601 0.2307 -1.0598 -0.065 -0.148 0.097 0.239
H 1.9872 -1.4052 -0.2621 -0.077 0.184 0.082 0.278
H 1.6060 -0.3381 1.8048 -0.199 0.169 -0.115 0.239
```
Forces are in eV/Å.

- Gap between HOMO and LUMO: 11.1 eV
- ΔE to the lowest compared entry with this formula, charge and spin: 44.2 kcal/mol
- HOMO energy: -10.25 eV
- DFT total energy: -265.46512 Eh
- SMILES: N#CC[C@H]1CN1



# 3
# C3H3ClN2OS

A molecular structure, C3H3ClN2OS at a distorted geometry (the ωB97M-V functional and the def2-TZVPD basis, OMol25).

```
11
Properties=species:S:1:pos:R:3:forces:R:3:mulliken_charge:R:1
C -1.1491 0.1759 -0.0081 3.856 1.310 -1.529 0.420
C -0.4849 -1.0710 0.0889 -1.917 -3.182 0.596 -0.335
C 0.0462 1.0266 -0.1337 -1.950 -0.995 0.101 0.081
H -3.0225 -0.1244 0.5759 2.087 3.231 -4.476 0.416
H -0.8685 -2.1263 0.1800 -0.311 1.508 -0.027 0.361
H 2.8232 -0.8168 -0.1231 1.214 0.648 0.076 0.270
N 0.8349 -1.0794 0.0828 -0.830 1.188 -1.241 -0.661
N 1.1109 0.1931 -0.2377 2.280 1.969 1.519 0.304
O -2.4394 0.5337 -0.3559 -1.701 -3.726 5.669 -0.558
S 2.9349 0.5562 -0.1141 -2.712 -1.317 -0.205 -0.117
Cl 0.2143 2.7323 0.0451 -0.016 -0.633 -0.484 -0.181
```
Forces are in eV/Å.

- Gap between HOMO and LUMO: 8.6 eV
- ΔE to the lowest compared entry with this formula, charge and spin: 88.2 kcal/mol
- HOMO energy: -8.71 eV
- DFT total energy: -1159.09976 Eh